# 1
The following is a quantum chemistry calculation of C5H11NO in the gas phase, from the OMol25 dataset.

Values from the calculation:
relative energy (zero: lowest compared OMol25 entry of this formula, charge and spin): 0.133 eV
net charge: 0
Kohn-Sham gap: 0.3831 Ha
SMILES: CNC(=O)C(C)C
spin multiplicity: 1

Last column: Löwdin charge in e.
CARTESIAN COORDINATES (ANGSTROEM)
1 C -1.96178 1.12635 1.70209  -0.071
2 N -1.25099 0.58343 0.56543  0.003
3 C -0.09369 -0.12952 0.67786  -0.473
4 O 0.45008 -0.33923 1.75113  0.052
5 C 0.46571 -0.65268 -0.65250  -0.345
6 C 0.55007 0.44044 -1.73057  -0.075
7 C 1.82476 -1.30712 -0.42310  -0.079
8 H -2.92594 0.62424 1.84640  0.082
9 H -2.14285 2.19874 1.56985  0.081
10 H -1.34137 0.97251 2.58767  0.083
11 H -1.66026 0.67501 -0.34983  0.120
12 H -0.23981 -1.41611 -1.01687  0.143
13 H 1.14286 1.29872 -1.39119  0.090
14 H -0.43309 0.81948 -2.03269  0.065
15 H 1.02400 0.03597 -2.63244  0.080
16 H 2.16889 -1.80351 -1.33669  0.079
17 H 2.56967 -0.55908 -0.12957  0.088
18 H 1.77547 -2.04556 0.37924  0.079

=====

# 2
The following is a quantum chemistry calculation of 2 unconnected molecules or ions with the total composition C5H11NO, from the OMol25 dataset.

Values from the calculation:
relative energy (zero: lowest compared OMol25 entry of this formula, charge and spin): 1.430 eV
net charge: 0
Kohn-Sham gap: 0.4069 Ha
SMILES: CN=C=O.CCC
spin multiplicity: 1

Last column: Löwdin charge in e.
CARTESIAN COORDINATES (ANGSTROEM)
1 C -0.75194 -3.03962 0.43379  -0.088
2 N -0.49670 -1.62446 0.30142  0.040
3 C 0.62640 -1.16983 0.40615  -0.350
4 O 1.69841 -0.71327 0.50366  0.173
5 C -0.41717 1.26831 -0.18417  -0.340
6 C 0.37326 1.98015 0.91289  -0.118
7 C 0.31990 1.22677 -1.52555  -0.117
8 H -1.30043 -3.38323 -0.44362  0.080
9 H -1.35222 -3.20838 1.32928  0.082
10 H 0.19317 -3.57839 0.51401  0.084
11 H -0.76819 0.28682 0.11884  0.040
12 H -1.38093 1.75947 -0.31959  0.103
13 H 1.40113 1.60702 0.99648  0.060
14 H -0.09973 1.85851 1.89441  0.073
15 H 0.42777 3.05000 0.69083  0.070
16 H 0.32037 2.22504 -1.97409  0.070
17 H 1.36760 0.91567 -1.42277  0.066
18 H -0.16072 0.53942 -2.23198  0.072

=====

# 3
The following is a quantum chemistry calculation of C5H11NO in the gas phase, from the OMol25 dataset.

Values from the calculation:
relative energy (zero: lowest compared OMol25 entry of this formula, charge and spin): 2.081 eV
net charge: 0
Kohn-Sham gap: 0.4017 Ha
SMILES: C=NCCCCO
spin multiplicity: 1

Last column: Löwdin charge in e.
CARTESIAN COORDINATES (ANGSTROEM)
1 C 1.36735 -0.64065 -0.65321  -0.248
2 O 2.24236 -0.77284 -1.79325  -0.092
3 C 0.89045 0.80042 -0.43821  -0.201
4 C -0.58149 0.97126 -0.76875  -0.182
5 C -1.52705 0.30919 0.27675  -0.247
6 C -1.06727 -0.95207 2.16211  -0.059
7 N -0.91754 0.14169 1.57606  -0.036
8 H 0.53541 -1.29408 -0.94516  0.112
9 H 1.87359 -1.14853 0.17502  0.110
10 H 2.76744 0.02816 -1.86792  0.066
11 H 1.07711 1.07616 0.59494  0.097
12 H 1.55794 1.46483 -0.99029  0.108
13 H -0.77778 2.04467 -0.79146  0.105
14 H -0.83524 0.50848 -1.71635  0.108
15 H -2.38233 0.96866 0.42989  0.112
16 H -1.95239 -0.60282 -0.14929  0.101
17 H -0.63722 -1.10448 3.14746  0.067
18 H -1.63332 -1.79804 1.75168  0.078

=====

| no. | F_max (hartree/bohr) |
| --- | --- |
| 1 | 0.0077 |
| 2 | 0.0149 |
| 3 | 0.0255 |